Record 1
This record from the OMol25 dataset describes a molecular structure, C23H23BBiN9O4 in a non-equilibrium geometry. The level of theory is ωB97M-V/def2-TZVPD.

Computed properties:
- LUMO level (alpha / beta): -3.62 / -8.25 eV
- Charge: +1
- 2S+1: 2
- Highest occupied orbital energy (alpha / beta): -11.34 / -11.34 eV
- Expectation value of S²: 0.756

Each line ends with the Mulliken charge.
Geometry (Å):
Bi -0.3075 -0.0636 -1.4897  1.3229
C -0.8989 -3.6784 -1.8510  -1.4149
C -0.6499 -3.2442 -0.4516  0.7135
C -0.4121 -4.0341 0.6884  -1.4486
C -0.2175 -3.1459 1.7162  0.0429
N -0.3537 -1.8914 1.2292  1.2508
N -0.6099 -1.9586 -0.1004  -0.9335
B -0.2223 -0.5199 1.9133  -0.2963
N -1.3887 0.4291 1.5307  1.3787
C -2.2166 1.1287 2.3499  0.0820
C -2.9784 1.9628 1.5778  -1.4879
C -2.5543 1.7379 0.2486  0.6499
C -2.9957 2.4325 -0.9832  -1.3886
N -1.6018 0.8003 0.2543  -0.8565
N 1.0764 0.1208 1.3756  0.9745
C 2.1788 0.5256 2.0312  0.2616
C 3.1191 0.9153 1.1106  -1.7554
C 2.5318 0.7275 -0.1498  0.8579
C 3.1370 0.9776 -1.4747  -1.0794
N 1.2885 0.2438 0.0254  -0.2388
N -0.2891 -0.6883 3.4140  0.9102
C -1.2788 -1.4077 4.0640  -0.3120
C -1.2241 -1.0988 5.3884  -0.9714
C -0.1726 -0.1537 5.4868  0.5643
C 0.2991 0.5390 6.7061  -1.1862
N 0.3527 0.0909 4.2759  -0.8739
H -1.6279 -4.4875 -1.8723  0.4829
H 0.0269 -4.0349 -2.3037  0.2728
H -1.2753 -2.8539 -2.4534  0.1878
H -0.3806 -5.1082 0.7491  0.4672
H 0.0332 -3.3271 2.7479  0.6207
H -2.2049 1.0060 3.4207  0.3590
H -3.7367 2.6524 1.9064  0.4751
H -3.9879 2.8541 -0.8369  0.4508
H -3.0114 1.7630 -1.8426  0.2501
H -2.3008 3.2503 -1.2015  0.2109
H 2.2117 0.5146 3.1056  0.5514
H 4.1084 1.2948 1.2973  0.4852
H 4.1937 1.2064 -1.3569  0.4317
H 2.6429 1.8207 -1.9564  0.1532
H 3.0280 0.1005 -2.1093  0.1336
H -1.9544 -2.0549 3.5287  0.6458
H -1.8261 -1.5057 6.1829  0.4904
H 0.3833 -0.1693 7.5304  0.3846
H -0.4327 1.2934 7.0071  0.3023
H 1.2536 1.0312 6.5372  0.3560
O -0.2704 4.0419 -3.0193  -0.7073
C 0.0092 2.8820 -2.7875  0.0274
O -0.0080 2.2776 -1.6462  -0.5528
C 0.4276 1.9748 -3.9573  0.5471
C 0.4037 2.3168 -5.3021  -0.7307
C 0.7466 1.3281 -6.2204  -0.2987
C 1.1188 0.0517 -5.8078  -0.6756
C 1.1285 -0.1964 -4.4415  0.5052
N 0.7927 0.7584 -3.6006  0.0923
C 1.4850 -1.5520 -3.7830  0.0010
O 1.9473 -2.4176 -4.4998  -0.6992
O 1.2490 -1.5902 -2.5183  -0.5578
H 0.1206 3.3154 -5.6020  0.5729
H 0.7043 1.5480 -7.2799  0.4319
H 1.3903 -0.7315 -6.5004  0.5665

=====

Record 2
This record from the OMol25 dataset describes a molecular structure, C23H23BiClN2OP in a non-equilibrium geometry. The level of theory is ωB97M-V/def2-TZVPD.

Computed properties:
- LUMO level (alpha / beta): -8.36 / -9.18 eV
- Charge: +2
- 2S+1: 1
- Highest occupied orbital energy (alpha / beta): -14.13 / -14.32 eV

Each line ends with the Mulliken charge.
Geometry (Å):
Bi -0.0107 -0.2571 1.5716  1.4099
Cl -0.1804 -2.8571 1.2223  -0.5063
C 0.1729 2.1800 1.7279  0.0952
O 0.2624 3.3223 1.7892  -0.1314
P 0.0971 0.1386 -1.1519  0.1671
C -1.5242 -0.2695 -1.8248  0.8131
C 0.5612 1.7943 -1.6644  0.6690
C 1.3617 -1.0528 -1.6118  0.5684
C 1.7853 1.9395 -2.3319  -0.3488
C 2.0852 3.1961 -2.8358  -0.6712
C 1.2047 4.2621 -2.6325  -0.5262
C 0.0099 4.1002 -1.9201  -0.8113
C -0.3184 2.8589 -1.3959  -0.3374
H 2.4302 1.0613 -2.4694  0.3891
H 3.0106 3.3094 -3.3880  0.4557
H 1.4580 5.2394 -3.0367  0.4256
H -0.6762 4.9299 -1.7673  0.4500
H -1.2516 2.6818 -0.8348  0.5058
C -2.4572 -1.0940 -1.1642  -0.2749
C -3.6323 -1.4031 -1.8405  -0.6569
C -3.8607 -0.8807 -3.1184  -0.5758
C -2.9280 -0.0448 -3.7412  -0.7296
C -1.7467 0.2767 -3.0957  -0.2447
H -2.2420 -1.4992 -0.1593  -0.0157
H -4.3625 -2.0573 -1.3650  0.4268
H -4.7801 -1.1229 -3.6451  0.4203
H -3.0844 0.3713 -4.7250  0.4405
H -0.9857 0.9348 -3.5324  0.4908
C 1.1294 -1.7612 -2.7987  -0.1925
C 2.1335 -2.6027 -3.2596  -0.7091
C 3.3143 -2.7563 -2.5231  -0.5283
C 3.5080 -2.0761 -1.3128  -0.6949
C 2.5241 -1.2203 -0.8269  -0.0338
H 0.1832 -1.6020 -3.3299  0.3968
H 1.9653 -3.1245 -4.1947  0.4434
H 4.0890 -3.4211 -2.9023  0.4245
H 4.4332 -2.2012 -0.7463  0.4229
H 2.6435 -0.7008 0.1450  0.2568
H -2.9940 -3.9495 1.0697  0.0350
H -2.3579 -4.3477 1.0217  -0.0385
C -0.0146 0.9309 7.0948  -0.8532
N -0.0611 0.1973 5.8574  0.1055
C -0.2028 -1.1953 5.7549  -0.5342
C -0.2049 -1.5096 4.4451  -0.4409
N -0.0606 -0.2912 3.7494  -0.1372
C 0.0214 0.7223 4.6415  0.1244
H -0.9334 0.7606 7.6578  0.3531
H 0.8248 0.5817 7.6979  0.3520
H 0.0992 2.0029 6.8892  0.2938
H -0.2916 -1.8705 6.5958  0.4303
H -0.2870 -2.4340 3.8514  0.4221
H 0.1410 1.8099 4.3636  0.2048

=====

Record 3
This record from the OMol25 dataset describes C23H23BrN4OS in the gas phase. The level of theory is ωB97M-V/def2-TZVPD.

Computed properties:
- LUMO level: -0.20 eV
- 2S+1: 1
- Highest occupied orbital energy: -7.50 eV

Each line ends with the Mulliken charge.
Geometry (Å):
C 4.0423 0.9139 -3.9757  -1.1007
N 3.0057 0.4226 -3.1006  0.0554
C 2.8988 -1.0217 -3.0694  -0.8372
C 2.1057 -1.4185 -1.8132  -0.8891
N 1.0379 -0.4668 -1.5667  0.8313
C 0.8218 0.0508 -0.3180  0.4472
C 0.2198 1.3007 -0.1089  -0.1505
C -0.0684 1.7609 1.1575  -0.6629
C 0.2398 0.9935 2.2750  0.0429
N -0.0195 1.4303 3.5853  0.1282
C -1.0312 2.1706 4.0723  -0.2817
S -0.9275 2.8215 5.5858  -0.3568
N -2.1675 2.4114 3.3195  0.0238
C -2.9178 1.5994 2.4918  -0.3000
O -3.8967 2.0569 1.9460  -0.6404
C -2.4740 0.1846 2.3785  0.5827
C -2.2312 -0.5329 3.5267  0.2517
C -1.7921 -1.8588 3.4567  -1.2075
C -1.5648 -2.4459 2.2433  -0.9558
C -1.8379 -1.7566 1.0459  0.8957
C -1.6355 -2.3165 -0.2350  0.4085
Br -0.8040 -4.0217 -0.4040  -0.1772
C -1.9958 -1.6680 -1.3820  -0.4429
C -2.5637 -0.3912 -1.3010  -0.6621
C -2.7116 0.2260 -0.0908  -0.8702
C -2.3564 -0.4328 1.1039  0.2598
C 0.8807 -0.2280 2.0896  -1.1880
C 1.1508 -0.6970 0.8247  -0.4840
C 0.5971 0.1846 -2.7730  -1.1229
C 1.7184 1.0398 -3.3803  -0.8275
H 3.8683 0.6582 -5.0335  0.3957
H 4.9995 0.4967 -3.6673  0.3403
H 4.0909 1.9984 -3.8862  0.3370
H 3.9015 -1.4470 -3.0015  0.5058
H 2.4277 -1.4269 -3.9821  0.3284
H 1.6991 -2.4316 -1.9316  0.1169
H 2.7887 -1.4112 -0.9632  0.6328
H -0.0112 1.9430 -0.9424  0.4376
H -0.5213 2.7331 1.2784  0.4694
H 0.6806 1.1967 4.2784  0.3010
H -2.6508 3.2659 3.5815  0.3196
H -2.3818 -0.0766 4.4944  0.5283
H -1.6152 -2.4075 4.3690  0.4331
H -1.1885 -3.4570 2.1958  0.3546
H -1.8458 -2.1350 -2.3433  0.4575
H -2.8704 0.1046 -2.2095  0.4456
H -3.1353 1.2152 -0.0342  0.4613
H 1.1462 -0.8247 2.9499  0.3100
H 1.6025 -1.6707 0.7246  0.3861
H 0.3154 -0.6047 -3.4793  0.4017
H -0.2924 0.7820 -2.5826  0.4349
H 1.7278 2.0391 -2.9339  0.3803
H 1.5411 1.1490 -4.4651  0.4521

=====

Record 4
This record from the OMol25 dataset describes C23H23N3O4S in the gas phase in a non-equilibrium geometry. The level of theory is ωB97M-V/def2-TZVPD.

Computed properties:
- LUMO level: 0.42 eV
- 2S+1: 1
- Highest occupied orbital energy: -8.26 eV

Each line ends with the Mulliken charge.
Geometry (Å):
C -4.0517 -1.1310 2.6476  -1.5726
C -3.0142 -0.3264 1.8649  -0.6027
N -3.6380 0.3506 0.7410  -0.0409
C -3.5361 1.6719 0.5216  0.4312
O -3.1710 2.4853 1.3429  -0.6673
C -3.9394 2.0732 -0.9072  -0.4765
O -3.6205 1.0807 -1.8605  -0.5561
C -2.3234 0.6501 -1.9259  0.6326
C -1.2600 1.2356 -1.2427  -0.1566
C -0.0049 0.6717 -1.3138  -0.7955
C 0.2285 -0.4780 -2.0683  0.6084
C 1.5342 -1.0999 -2.0709  -0.6676
N 2.4571 -0.6446 -1.3244  0.3104
N 3.6932 -1.1670 -1.3094  -0.5821
S 4.4475 -0.9611 0.2085  1.1407
O 5.8224 -1.2994 0.0036  -0.6969
O 3.7153 -1.6839 1.2080  -0.6041
C 4.2128 0.7904 0.4094  0.3355
C 5.1796 1.6497 -0.0698  -0.5267
C 4.9753 3.0155 0.0430  -0.5040
C 3.8095 3.4934 0.6219  -0.5377
C 2.8470 2.6153 1.0967  -0.4247
C 3.0492 1.2488 0.9926  -0.2877
C -0.8319 -1.0284 -2.7893  -0.6329
C -2.0909 -0.4744 -2.7183  -0.6630
C -1.8908 -1.2053 1.3566  0.7943
C -0.5875 -1.0229 1.7995  -0.3938
C 0.4359 -1.8315 1.3355  -0.4846
C 0.1649 -2.8236 0.4095  -0.4935
C -1.1273 -3.0052 -0.0496  -0.9791
C -2.1488 -2.2022 0.4236  -0.2446
H -4.5003 -1.8964 2.0189  0.2824
H -3.5749 -1.6162 3.4949  0.3946
H -4.8357 -0.4727 3.0131  0.4560
H -2.6093 0.4652 2.5035  0.5555
H -3.9356 -0.2355 -0.0256  0.3150
H -5.0255 2.1899 -0.9621  0.3556
H -3.4733 3.0356 -1.1482  0.3499
H -1.4025 2.1195 -0.6426  0.4522
H 0.8215 1.1089 -0.7776  0.4128
H 1.6836 -1.9709 -2.7199  0.3291
H 3.8610 -2.0507 -1.7925  0.2525
H 6.0721 1.2368 -0.5120  0.4593
H 5.7209 3.7054 -0.3220  0.3938
H 3.6500 4.5582 0.7040  0.3875
H 1.9411 2.9948 1.5448  0.4711
H 2.3255 0.5353 1.3505  0.3064
H -0.6698 -1.9082 -3.3946  0.3877
H -2.9202 -0.9033 -3.2593  0.4664
H -0.3784 -0.2456 2.5207  0.3867
H 1.4487 -1.7021 1.6860  0.6492
H 0.9656 -3.4543 0.0540  0.4972
H -1.3454 -3.7770 -0.7734  0.4178
H -3.1554 -2.3641 0.0631  0.3596

=====

Record 5
This record from the OMol25 dataset describes a molecular structure, C23H23N6O3RhSSeTe in a non-equilibrium geometry. The level of theory is ωB97M-V/def2-TZVPD.

Computed properties:
- LUMO level (alpha / beta): -7.79 / -7.80 eV
- Charge: +2
- 2S+1: 1
- Highest occupied orbital energy (alpha / beta): -13.29 / -13.29 eV

Each line ends with the Mulliken charge.
Geometry (Å):
Rh -0.1611 -0.0306 0.0469  0.4510
N -0.0141 -0.1215 2.1565  -0.3951
N 1.4059 -0.0531 2.3334  -0.1634
C 2.1950 -0.7788 1.3921  0.6331
O 3.2872 -1.1610 1.7029  -0.5588
O 1.6023 -0.9902 0.2443  -0.6010
H -0.4423 0.6684 2.6294  0.2876
H -0.4250 -0.9535 2.5757  0.3530
H 1.7066 -0.1985 3.2908  0.2935
Se 0.4228 5.3167 -5.4125  0.3789
N 0.3924 3.5470 -5.4340  -0.8288
C 0.2779 3.1482 -4.1918  0.8549
C 0.2307 1.7499 -3.7969  0.3011
C 0.3465 0.6965 -4.7100  -0.5247
C 0.3226 -0.5964 -4.2386  -0.9213
C 0.1705 -0.8183 -2.8741  -0.2259
N 0.0421 0.1716 -2.0041  0.4173
C 0.0848 1.4499 -2.4440  0.0123
C 0.0116 2.5005 -1.4386  0.1904
N -0.0924 2.1100 -0.1533  0.0231
C -0.0896 3.0326 0.7966  -0.1071
C -0.0129 4.3952 0.5279  -1.0346
C 0.0716 4.8098 -0.7822  -0.5170
C 0.0896 3.8457 -1.7940  0.2936
C 0.2089 4.1826 -3.2027  0.8415
N 0.2686 5.4115 -3.6520  -0.8312
H 0.4662 0.9179 -5.7621  0.5946
H 0.4277 -1.4421 -4.9025  0.4844
H 0.1625 -1.8216 -2.4696  0.1677
H -0.1416 2.6875 1.8215  0.3295
H -0.0124 5.1005 1.3462  0.4796
H 0.1379 5.8572 -1.0446  0.5895
C -4.5863 1.2234 0.2742  -1.1548
S -3.1023 1.0845 -0.7124  0.7057
C -3.8181 0.3677 -2.1845  -1.0378
O -2.3191 -0.0635 -0.0666  -0.5208
H -5.0109 0.2328 0.4267  0.3799
H -5.2883 1.8689 -0.2530  0.4429
H -4.3119 1.6779 1.2235  0.3722
H -4.3531 1.1454 -2.7281  0.4568
H -4.4798 -0.4522 -1.9130  0.4218
H -2.9873 0.0055 -2.7891  0.2360
C -2.1777 -4.3928 0.5981  -0.9914
Te -0.4841 -3.2220 0.0224  0.2664
C 0.7042 -4.9757 0.3048  -0.9343
C -0.2851 -6.0673 0.6310  0.4827
C 0.1807 -7.3672 0.8174  -0.7536
C -0.7016 -8.3811 1.1438  -0.5819
C -2.0555 -8.1057 1.2959  -0.5781
C -2.5256 -6.8174 1.1181  -0.7216
C -1.6464 -5.7919 0.7790  0.6513
H -2.8875 -4.2829 -0.2203  0.4524
H -2.6352 -3.9954 1.5038  0.4490
H 1.4421 -4.8087 1.0888  0.5071
H 1.2297 -5.0987 -0.6408  0.4618
H 1.2363 -7.5815 0.7080  0.4537
H -0.3344 -9.3882 1.2846  0.4174
H -2.7445 -8.8977 1.5552  0.4138
H -3.5805 -6.6053 1.2399  0.4359